# 1
The following is a DFT calculation (the ωB97M-V functional and the def2-TZVPD basis) of a cluster of 6 separate species, C19H46N10O8 in total.

Structure (ORCA input):
```
! RIJCOSX wB97M-V def2-TZVPD def2/J DEFGRID3
* xyz 0 1
C 0.0773 -2.5501 3.6074
C 1.2474 -3.1656 2.5830
C 1.7944 -1.9326 1.6458
C 1.4808 -2.1501 0.0189
C 1.2866 -0.6007 -0.5770
C 2.4925 0.4211 -0.1427
C 2.0703 1.5260 1.0120
C 0.7987 2.4790 0.5938
C -0.2988 2.7278 1.7874
C -1.1248 1.3937 2.2619
C -2.5739 1.1811 1.4868
C -2.8919 -0.4094 1.1289
C -2.4041 -0.9900 -0.3393
O -3.4836 -1.9810 -0.6623
C -4.5506 -1.7892 0.3358
O -5.5552 -2.5709 0.7425
O -4.3815 -0.4423 0.9514
H -0.9877 -2.5113 3.1009
H 0.0836 -3.1712 4.6232
H 0.3830 -1.4432 3.9317
H 0.8797 -4.1059 1.9910
H 2.1449 -3.4791 3.3013
H 2.9584 -1.7666 1.7423
H 1.1652 -0.9782 1.9481
H 0.5137 -2.8181 -0.1599
H 2.4060 -2.7048 -0.4516
H 1.2750 -0.7368 -1.7630
H 0.2516 -0.1296 -0.3012
H 3.4541 -0.1700 0.2192
H 2.8564 1.0681 -1.0777
H 3.0129 2.2514 1.1123
H 1.9253 1.0599 2.0857
H 1.2421 3.5542 0.3244
H 0.2982 2.0860 -0.4043
H -1.0560 3.5487 1.3762
H 0.2097 3.2363 2.7395
H -1.4085 1.5685 3.4083
H -0.4999 0.3961 2.2461
H -3.4688 1.5264 2.1941
H -2.5738 1.7918 0.4666
H -2.7805 -1.2019 2.0144
H -2.4616 -0.0327 -1.0136
H -1.4011 -1.5922 -0.2617
N -0.8907 -0.7301 -4.8436
C 0.4202 -0.5677 -4.5898
N 1.2377 -1.0449 -5.5457
O 0.8345 -0.0309 -3.5746
H -1.2512 -1.1696 -5.6737
H -1.5405 -0.3848 -4.1492
H 2.2327 -0.9427 -5.3939
H 0.9155 -1.4899 -6.3884
N 6.7695 2.9223 2.7044
C 5.4459 2.8102 2.4928
N 4.6816 3.1300 3.5527
O 4.9763 2.4477 1.4258
H 7.1752 3.2191 3.5759
H 7.3806 2.6911 1.9320
H 3.6793 3.0591 3.4358
H 5.0498 3.4305 4.4394
N -6.7761 1.6561 0.9316
C -6.9660 2.2210 -0.2743
N -7.9694 3.1159 -0.3203
O -6.2834 1.9442 -1.2479
H -7.3278 1.8711 1.7449
H -6.0306 0.9767 1.0096
H -8.1459 3.5645 -1.2097
H -8.5425 3.3571 0.4706
N -4.8011 -2.0330 -8.3566
C -4.0320 -1.4687 -7.4082
N -4.6988 -1.0798 -6.3065
O -2.8269 -1.3214 -7.5367
H -5.7949 -2.1628 -8.2691
H -4.3384 -2.3399 -9.2024
H -4.1571 -0.6502 -5.5679
H -5.6908 -1.1926 -6.1821
N 6.6417 -1.2199 4.1915
C 7.0884 -1.7368 3.0328
N 6.8856 -0.9548 1.9571
O 7.6337 -2.8269 2.9630
H 6.1902 -0.3242 4.2691
H 6.7746 -1.7766 5.0257
H 7.2071 -1.3067 1.0648
H 6.4386 -0.0543 1.9946
*
```

ΔE to the lowest compared entry with this formula, charge and spin   7.8825 eV
SMILES string   CCCCCCCCCCC[C@@H]1COC(=O)O1.NC(N)=O.NC(N)=O.NC(N)=O.NC(N)=O.NC(N)=O
LUMO level   0.250 eV

Results of the Mulliken charge analysis, in e, for atoms 1 through 8: -0.5912 -0.4942 0.5931 -0.9071 1.0809 -0.8260 0.2706 -0.5029

# 2
The following is a DFT calculation (the ωB97M-V functional and the def2-TZVPD basis) of a structure of composition C28H32CaClF3N3NaO11SV.

Structure (ORCA input):
```
! RIJCOSX wB97M-V def2-TZVPD def2/J DEFGRID3
* xyz 1 1
C 1.9358 -1.2192 -0.3114
C 1.2924 0.1585 -0.2886
C -0.2352 0.0306 -0.2164
F -0.6755 -1.2598 -0.4434
N -0.9658 1.0102 -1.0500
C -2.3985 0.8321 -0.7938
C -3.2222 -0.0417 -1.4792
C -4.5658 -0.1729 -1.1796
C -5.0884 0.5718 -0.1311
C -4.2747 1.4310 0.5834
C -2.9396 1.5721 0.2441
S -0.5985 0.8965 -2.6477
O -1.6137 1.5039 -3.4388
O -0.2952 -0.4244 -3.1001
F 0.6906 1.7453 -2.9029
H 3.0226 -1.1612 -0.2551
H 1.6676 -1.8099 -1.1900
H 1.5862 -1.7512 0.5697
H 1.6333 0.8163 -1.0853
H 1.6154 0.6136 0.6490
H -0.5336 0.2446 0.8092
H -2.7961 -0.6202 -2.2902
H -5.1694 -0.8496 -1.7665
H -6.1324 0.4535 0.1278
H -4.6475 2.0077 1.4227
H -2.2922 2.2350 0.8060
C 4.0546 -3.3148 -3.6922
C 3.0370 -4.4234 -3.8819
O 1.8651 -4.1824 -3.1128
O 4.3913 -3.2170 -2.3338
H 4.9637 -3.5083 -4.2627
H 3.6250 -2.3551 -4.0159
H 3.4602 -5.4025 -3.5236
H 2.7395 -4.5020 -4.9621
H 1.3888 -3.4244 -3.4812
H 3.5809 -3.3804 -1.8317
O 5.4438 -1.5431 3.4429
V 4.0812 -0.7312 2.9654
O 2.6882 0.0268 2.4301
C -0.2289 -5.7646 3.7194
C 0.1558 -5.2346 2.5620
C 1.4706 -4.5608 2.4239
O 1.8204 -4.0769 1.3666
C 2.3395 -4.5012 3.6232
C 1.9575 -5.0311 4.7820
C 0.6423 -5.7062 4.9223
O 0.2907 -6.1916 5.9739
H -1.1837 -6.2597 3.8429
H -0.4630 -5.2667 1.6742
H 3.2969 -4.0058 3.5025
H 2.5781 -4.9969 5.6681
N 1.7568 5.2242 -6.7119
C 1.5949 4.2357 -5.8501
C 0.3611 3.5521 -5.6594
C -0.7623 3.9759 -6.4181
C -0.5907 5.0174 -7.3355
C 0.6745 5.5937 -7.4378
H 2.4871 3.9176 -5.3234
H 0.2947 2.7045 -4.9944
H -1.7054 3.4546 -6.3275
H -1.4053 5.3527 -7.9598
H 0.8521 6.3973 -8.1414
C 3.9916 2.9901 4.6029
O 4.1836 3.3007 3.4153
O 3.6801 4.1917 5.3990
O 4.0133 1.9414 5.2156
H 3.7637 4.7563 4.6208
F 4.0873 -6.8852 -3.4928
Na 3.1638 6.5887 5.2617
Cl -0.1491 5.7132 -4.8553
Ca 2.3934 -6.5907 -5.2200
N -5.2983 1.8151 4.0080
C -6.2981 2.4594 4.6080
C -6.1469 3.2108 5.7634
C -4.8864 3.2952 6.3317
C -3.8343 2.6298 5.7238
C -4.0934 1.9087 4.5685
H -7.2681 2.3637 4.1326
H -6.9954 3.7146 6.2051
H -4.7267 3.8701 7.2348
H -2.8347 2.6673 6.1345
H -3.2981 1.3745 4.0587
*
```

LUMO level   -6.002 eV

Results of the Mulliken charge analysis, in e, for atoms 1 through 8: -0.8275 -0.6764 -0.0780 -0.4090 0.1740 -0.2581 0.3185 -0.9655

# 3
The following is a DFT calculation (the ωB97M-V functional and the def2-TZVPD basis) of a cluster of 2 separate species, C6H20N2O2P in total.

Structure (ORCA input):
```
! RIJCOSX wB97M-V def2-TZVPD def2/J DEFGRID3
* xyz 1 1
N -2.4932 -3.0170 -1.5722
P -2.4257 -4.2907 -0.5297
H -1.8299 -3.0846 -2.3399
H -3.4221 -2.8416 -1.9459
H -1.4088 -5.1629 -0.8945
H -2.1735 -3.8623 0.7673
H -3.6280 -4.9887 -0.5585
C 2.5524 3.3342 -0.2989
O 1.8618 2.9006 0.8574
C 0.4819 3.2344 0.8845
C -0.3626 1.9812 0.8567
N -0.2393 1.3010 -0.4267
C -0.8607 -0.0074 -0.4915
C -0.2939 -1.1005 0.4073
O 1.0076 -1.5206 0.0692
C 2.0724 -0.7902 0.6689
H 3.6065 3.1146 -0.1433
H 2.2125 2.8183 -1.2044
H 2.4377 4.4111 -0.4495
H 0.2274 3.8904 0.0472
H 0.2800 3.7745 1.8132
H -1.4109 2.2499 1.0167
H -0.0449 1.3559 1.7033
H 0.7426 1.2181 -0.6609
H -0.7901 -0.3570 -1.5265
H -1.9277 0.1042 -0.2643
H -0.9118 -1.9968 0.2656
H -0.3504 -0.8291 1.4683
H 1.7925 -0.4262 1.6600
H 2.3818 0.0576 0.0549
H 2.9166 -1.4700 0.7662
*
```

LUMO level   -4.208 eV

Results of the Mulliken charge analysis, in e, for atoms 1 through 8: -0.4774 0.2322 0.3205 0.3262 0.2040 0.1784 0.1873 -0.7304

# 4
The following is a DFT calculation (the ωB97M-V functional and the def2-TZVPD basis) of a structure of composition C40H38FFeN2O.

Structure (ORCA input):
```
! RIJCOSX wB97M-V def2-TZVPD def2/J DEFGRID3
* xyz -1 5
C 5.0245 -1.6069 4.4185
O 3.8512 -0.7807 4.7384
C 2.6526 -1.0544 4.1553
C 1.5417 -0.2087 4.4793
C 0.3708 -0.2831 3.7483
C 0.2242 -1.2642 2.7150
C -0.9390 -1.2506 1.9050
C -1.9890 -2.2661 1.7783
C -2.8181 -2.8043 2.8649
C -3.8047 -3.7060 2.3135
C -3.6369 -3.7063 0.8628
C -2.5536 -2.8115 0.5451
Fe -3.9595 -1.8941 1.5394
C -3.9478 0.0673 1.3372
C -4.6932 -0.3432 2.5193
C -5.7637 -1.2285 2.0720
C -5.6612 -1.3761 0.6358
C -4.5308 -0.5960 0.1833
C 1.2685 -2.2120 2.5434
C 2.4872 -2.0503 3.1621
H 5.8647 -1.1422 4.9348
H 4.8775 -2.6168 4.8084
H 5.2492 -1.6482 3.3472
H 1.6491 0.5247 5.2694
H -0.4922 0.3401 3.9852
H -1.3141 -0.2349 1.6876
H -2.6574 -2.6233 3.9153
H -4.5063 -4.3240 2.8753
H -4.1785 -4.3171 0.1357
H -2.1683 -2.6608 -0.4400
H -3.1844 0.8508 1.3228
H -4.5296 0.0391 3.5215
H -6.5636 -1.6074 2.6996
H -6.3584 -1.8946 -0.0195
H -4.2407 -0.4489 -0.8569
H 1.1299 -3.0736 1.9021
H 3.3551 -2.6634 2.8860
F 0.9380 2.6489 0.2587
C 1.0053 2.1556 -1.0846
C 0.5550 3.2935 -2.0313
C 0.4052 4.5973 -1.5519
C -0.0307 5.6027 -2.4163
C -0.3097 5.2964 -3.7515
C -0.1084 4.0030 -4.2464
C 0.3089 2.9890 -3.3740
C 2.4654 1.7687 -1.3241
C 3.2790 2.4914 -2.1983
C 4.6007 2.0840 -2.4225
C 5.1012 0.9546 -1.7627
C 4.2978 0.2857 -0.8309
C 3.0134 0.7445 -0.5515
C -0.0380 1.0078 -1.1163
C -1.4704 1.5741 -0.9889
C -2.2940 1.0145 -2.1415
C -1.3869 0.0985 -2.9821
N -0.0201 0.1724 -2.3666
C 0.6233 -1.0700 -2.2447
C 0.2452 -1.9322 -1.1956
C 1.2794 -2.6008 -0.5558
N 2.5412 -2.3654 -0.8931
C 2.7745 -2.0422 -2.1723
C 1.8363 -1.3043 -2.9125
H 0.6265 4.8142 -0.5068
H -0.1410 6.6159 -2.0302
H -0.6904 6.0779 -4.4174
H -0.2717 3.7730 -5.3022
H 0.4527 1.9572 -3.7071
H 2.8884 3.3885 -2.6903
H 5.2245 2.6519 -3.1179
H 6.1144 0.5999 -1.9761
H 4.6678 -0.6064 -0.3247
H 2.4339 0.3161 0.2627
H 0.1801 0.3545 -0.2609
H -1.8756 1.2615 -0.0142
H -1.4873 2.6753 -0.9900
H -3.1457 0.4454 -1.7491
H -2.7163 1.8003 -2.7860
H -1.7610 -0.9398 -2.9991
H -1.3043 0.4433 -4.0259
H -0.7525 -1.8880 -0.8088
H 1.0903 -3.3096 0.2410
H 3.7460 -2.2744 -2.6118
H 2.0549 -0.7481 -3.8195
*
```

<S²>   6.06
LUMO level (spin up / spin down)   2.480 / 1.896 eV

Results of the Mulliken charge analysis, in e, for atoms 1 through 8: -0.7304 -0.4659 0.9326 -0.7199 -0.5773 0.6429 -0.8640 1.7550

For the records above, the corresponding max |F| values read 9.27 4.66 0.79 3.13 eV Å⁻¹.